# 1
17
Properties=species:S:1:pos:R:3:forces:R:3 method="wB97M-V/def2-TZVPD" relative_energy_ev=0.4712 largest_force_ev_per_a=1.614 molar_mass_g_mol=97.114 smiles=CNCO.O.O e_tot_ha=-363.2571 homo_ev=-9.25
O 2.31896 2.18541 -0.40612 0.4 -0.7 0.1
O -0.81611 2.25649 -1.36933 0.4 0.5 0.5
O 0.70317 -0.23928 -0.19250 0.6 0.0 -0.2
N -0.44311 -1.88128 1.08429 -0.1 0.2 -0.3
C -1.47461 -1.89288 0.03436 0.2 0.4 0.4
C 0.30253 -0.65457 1.09670 -1.4 0.2 0.8
H 1.11388 -0.77413 1.81931 0.3 0.1 -0.3
H -0.36179 1.52956 -0.92936 -0.1 -0.4 0.0
H -2.00018 -0.92894 0.10834 -0.1 -0.4 -0.1
H 1.31802 0.49821 -0.06431 0.3 0.0 -0.3
H 2.12390 2.65888 0.40371 -0.2 0.4 -0.1
H -0.37123 0.15119 1.46985 0.2 -0.5 0.1
H -1.02878 -1.93587 -0.96123 -0.2 -0.2 -0.1
H -1.17588 1.87360 -2.15918 -0.3 -0.3 -0.6
H 0.17142 -2.67928 0.99154 0.1 0.0 -0.1
H 1.79812 2.54739 -1.12545 -0.3 0.4 0.1
H -2.17831 -2.71449 0.19938 0.2 0.2 -0.1


# 2
18
Properties=species:S:1:pos:R:3:forces:R:3 method="wB97M-V/def2-TZVPD" relative_energy_ev=1.2979 largest_force_ev_per_a=3.941 molar_mass_g_mol=113.113 smiles="CC(N)=O.O.O.O" e_tot_ha=-438.5098 homo_ev=-10.67
O -2.22655 1.55023 0.35827 0.9 0.3 0.0
O 0.54722 2.92505 -1.34424 -0.3 -0.2 -0.2
O 0.29355 -2.60909 -3.00077 -0.1 1.9 0.0
O 0.41954 0.88168 0.42912 -0.8 -3.5 1.6
N -0.88775 -0.71443 1.52084 1.4 0.9 -1.3
C 1.51983 -1.05817 1.24851 1.4 -3.4 -0.3
C 0.30139 -0.25205 1.03085 -0.2 2.7 -0.6
H 0.41323 2.05009 -0.93474 0.2 0.4 -0.2
H 0.25300 -1.62499 -2.99360 -0.2 -0.7 -1.1
H -1.03421 -1.30912 2.30121 0.5 -0.6 0.3
H -1.24106 1.71997 0.38475 -1.1 -0.2 -0.1
H 2.31265 -0.43774 1.80006 -1.0 -1.2 -1.1
H -2.65606 2.40092 0.21398 0.1 -0.1 0.0
H 1.26110 -2.06794 1.80402 0.6 2.2 -0.5
H 1.89348 -1.55922 0.20724 -0.6 1.9 2.3
H 0.44306 -2.62927 -2.06618 0.2 -1.2 1.2
H -1.65773 -0.17809 1.21045 -1.2 0.7 0.0
H 0.04533 2.91217 -2.16977 0.1 0.0 0.2


# 3
18
Properties=species:S:1:pos:R:3:forces:R:3 method="wB97M-V/def2-TZVPD" relative_energy_ev=1.4102 largest_force_ev_per_a=2.251 molar_mass_g_mol=113.113 smiles="CNC=O.O.O.O" e_tot_ha=-438.5057 homo_ev=-9.93
O 0.52686 2.68335 1.24407 0.0 0.8 0.0
O -2.15881 -0.42230 1.02667 -0.5 0.8 -0.4
O -1.36139 -2.54703 -0.89247 0.0 -2.0 -0.6
O -1.31314 1.12773 -2.07398 -1.6 -0.7 -1.5
N 1.08719 0.61601 0.61557 0.6 0.9 0.1
C 1.40469 1.90293 0.97399 -0.9 -1.2 0.0
C 2.03450 -0.42774 0.36495 0.5 -0.4 -0.6
H 2.47358 2.12686 1.00722 0.3 0.0 0.0
H -2.80857 -1.12449 0.88316 0.1 0.2 0.2
H 0.09404 0.48575 0.52236 -0.2 -0.5 0.3
H -0.64913 1.24211 -1.41933 1.0 -0.4 0.7
H -0.48683 -2.40828 -0.55355 0.4 0.5 0.3
H -1.83041 -1.74091 -0.92874 -0.3 1.5 0.2
H 1.92769 -0.82733 -0.64816 -0.1 -0.1 0.0
H -2.62158 0.41611 0.80011 0.4 -0.8 0.3
H -1.38821 0.20150 -2.40122 0.6 1.1 0.7
H 2.01965 -1.26651 1.06455 -0.4 0.1 0.1
H 3.04987 -0.03776 0.41480 0.0 0.2 0.0


# 4
18
Properties=species:S:1:pos:R:3:forces:R:3 method="wB97M-V/def2-TZVPD" relative_energy_ev=7.7473 largest_force_ev_per_a=4.651 molar_mass_g_mol=113.113 e_tot_ha=-438.2728 homo_ev=-9.64
O -1.39337 -1.55488 1.34890 0.0 -0.4 2.2
O -0.04828 1.05012 -2.00320 0.1 -0.7 0.2
O 2.99753 -0.25230 -0.31005 0.3 0.1 0.3
O -1.63215 -0.67273 -1.39556 0.6 -0.4 0.2
N 1.06226 0.85314 0.26737 -2.4 -4.0 0.0
C 0.01387 0.99792 1.30935 1.1 0.5 0.9
C 2.20620 0.05090 0.53042 -0.1 0.3 0.4
H -0.90956 -0.07207 -1.89054 -0.5 0.7 0.6
H 0.12130 0.24171 2.09279 0.0 -0.1 -0.3
H -1.00819 0.96307 0.94538 0.3 0.0 -0.5
H -2.21325 -1.08403 -2.04109 0.1 -0.3 -0.1
H 0.68881 0.83704 -0.78590 -0.1 1.4 -1.6
H 2.22182 -0.21419 1.60636 0.5 -0.2 -0.1
H 0.44783 -1.00426 -0.30876 0.0 2.5 -0.1
H -0.66660 -1.51517 0.73194 -0.9 -0.1 -0.8
H 0.16906 1.94212 1.83780 0.0 0.2 -0.3
H 0.22192 0.95349 -2.91882 0.5 0.2 0.0
H -2.27919 -1.51991 0.98360 0.5 0.1 -1.0


# 5
19
Properties=species:S:1:pos:R:3:forces:R:3 method="wB97M-V/def2-TZVPD" relative_energy_ev=1.5357 largest_force_ev_per_a=3.110 molar_mass_g_mol=129.112 e_tot_ha=-513.7313 homo_ev=-9.55
O 2.05784 2.37866 -2.49523 -1.1 -0.7 -2.2
O -0.83322 1.90088 0.26014 0.6 0.8 -0.3
O -1.48244 -0.01512 1.19819 1.6 -0.3 -0.5
O 0.94266 -1.06327 1.93024 -3.0 0.5 0.7
O -1.63517 -2.61830 0.25195 -0.2 1.1 0.3
N 1.21843 -0.61986 -0.47038 -0.5 2.8 1.2
C -0.14464 -0.07549 -0.86227 0.5 0.4 0.3
C -0.84097 0.69064 0.30332 -1.6 -1.2 0.8
H -1.81556 -1.67743 0.58462 0.2 -1.2 -0.2
H 1.34856 -1.51035 -0.82492 0.4 -2.1 -1.1
H -2.47295 -3.09194 0.29071 0.1 0.1 0.0
H 1.21241 -0.75795 0.78154 0.0 -0.1 -1.1
H 1.69297 2.39398 -1.63781 -0.4 0.4 2.1
H 1.21370 2.21007 -2.99687 1.4 0.3 0.2
H 1.98556 0.00527 -0.76097 -0.6 -0.5 0.0
H -0.11132 -0.75656 1.94657 1.2 -0.9 -0.9
H 1.22193 -0.40233 2.54855 1.0 0.6 0.8
H -0.73296 -0.87796 -1.28188 -0.2 -0.3 0.3
H -0.04586 0.68776 -1.61003 0.4 0.1 -0.5


# 6
19
Properties=species:S:1:pos:R:3:forces:R:3 method="wB97M-V/def2-TZVPD" relative_energy_ev=1.0697 largest_force_ev_per_a=2.588 molar_mass_g_mol=129.112 smiles="NCC(=O)O.O.O.O" e_tot_ha=-513.7485 homo_ev=-9.38
O 1.40357 -1.33157 0.44888 0.4 -1.0 0.5
O 0.25217 2.67238 -1.24234 -0.5 0.4 -0.9
O -1.17274 0.46770 -1.94718 -0.3 0.4 -0.2
O -0.27980 -2.04191 -0.87843 0.9 -0.9 1.0
O 1.86691 1.41665 0.38623 0.3 -0.1 -0.2
N -0.37449 -0.59624 2.45330 -0.3 -1.1 -0.4
C 0.27003 -1.66870 0.35817 -1.6 1.5 -1.4
C -0.86173 -1.42007 1.32317 0.9 0.5 1.7
H -1.07518 0.09179 2.66853 0.3 0.4 0.1
H 2.63538 1.87871 0.72884 0.1 0.0 -0.1
H -0.93449 -0.15588 -1.25265 0.1 -0.2 -0.4
H 0.28217 2.27300 -2.12012 0.3 0.0 -0.1
H -1.18728 -2.38150 1.72883 -0.3 0.0 -0.4
H 0.52088 -0.20510 2.20968 0.1 0.5 0.0
H -1.68124 -0.88420 0.84642 -0.1 -0.5 -0.5
H 0.48245 -2.44114 -1.32510 -0.1 0.2 -0.5
H -0.69767 2.56597 -1.09899 0.2 0.0 0.5
H -1.14714 -0.01391 -2.77888 -0.1 -0.2 0.2
H 1.69820 1.77401 -0.50837 -0.1 0.0 0.9


# 7
17
Properties=species:S:1:pos:R:3:forces:R:3 method="wB97M-V/def2-TZVPD" relative_energy_ev=0.0137 total_charge=-1 largest_force_ev_per_a=1.386 molar_mass_g_mol=115.174 e_tot_ha=-706.7734 homo_ev=-3.61
S 0.98369 -0.62947 -0.17826 -0.2 0.0 0.0
O 1.08179 2.30034 1.05136 0.2 -0.1 0.2
O 0.24567 -3.70837 0.66645 -0.1 0.0 0.2
O -0.95511 0.46517 2.32988 0.2 0.1 -0.1
C -0.41557 1.02355 -1.95779 0.5 0.0 1.3
C -0.48240 -0.32267 -1.24743 0.5 -0.2 0.1
H -0.49130 -1.13972 -1.97302 -0.2 0.1 -0.1
H -1.38936 -0.39688 -0.64884 -0.1 0.0 0.0
H -0.39468 -0.16697 1.83679 -0.1 0.0 -0.1
H 0.51647 1.09406 -2.50747 0.0 0.0 -0.4
H 1.10821 1.41191 0.59560 0.0 0.1 0.0
H 0.37328 -3.67449 1.62006 0.0 0.0 -0.1
H 0.33805 -2.76456 0.40736 0.2 0.0 -0.1
H -1.28612 1.19505 -2.55032 -0.6 0.1 -0.8
H -0.38887 1.82561 -1.21010 0.0 -0.1 0.0
H 1.72964 2.19104 1.76112 -0.2 0.0 -0.2
H -0.57339 1.29641 2.00459 -0.1 0.0 0.1


# 8
17
Properties=species:S:1:pos:R:3:forces:R:3 method="wB97M-V/def2-TZVPD" relative_energy_ev=0.6342 total_charge=-1 largest_force_ev_per_a=2.221 molar_mass_g_mol=99.106 e_tot_ha=-383.7825 homo_ev=-4.23
O -0.26231 -2.37576 -0.63178 0.3 0.2 0.2
O -2.16989 0.52799 -0.19539 -0.9 0.6 -0.5
O 0.33731 0.06575 -0.15710 1.0 0.8 0.6
O 0.40559 2.15924 -1.78443 0.0 -0.1 0.1
C 0.95021 0.44088 1.07116 -1.4 -0.3 -1.6
C 0.96012 -0.80240 1.96075 1.4 -0.1 1.7
H 0.14157 -1.02337 2.66731 -0.3 0.6 -0.7
H -1.89532 -0.35980 0.03098 0.3 -0.1 0.2
H -1.32403 0.89913 -0.51976 -0.1 -0.5 0.6
H 0.53735 1.40294 -1.12744 0.0 -0.1 -0.1
H 1.92357 0.88470 0.83205 0.7 -0.6 0.4
H -1.03654 -2.05808 -1.10267 0.0 -0.1 -0.1
H 1.82609 -0.78381 2.64620 0.0 0.2 0.0
H 0.43948 1.32358 1.51226 -0.3 -0.5 0.3
H -0.25243 1.76666 -2.36446 0.0 0.1 -0.2
H 0.18856 -1.48321 -0.37348 -0.6 -0.2 -0.4
H 1.13855 -1.72392 1.41532 -0.2 0.1 -0.5